Formula: C27H37AsBCoN6O2SSi2
Source: the OMol25 dataset
Level of theory: wB97M-V/def2-TZVPD

```
78
Properties=species:S:1:pos:R:3:forces:R:3:mulliken_spin:R:1
Co -0.5006 -0.3390 -0.7205 0.05 1.53 0.83 1.162
O 0.6109 0.2778 3.6757 -0.24 -0.12 -0.09 -0.002
S 0.4552 0.6651 2.2893 0.95 0.91 -0.05 0.002
O 1.6783 1.0354 1.6196 -0.24 -0.29 -0.17 -0.001
N -0.3683 -0.3849 1.4008 0.17 0.22 -0.64 -0.019
C -1.2712 -1.2643 1.9500 0.17 0.05 0.58 -0.009
C -1.5689 -1.3983 3.3016 -0.15 0.00 -0.16 -0.007
C -2.5176 -2.3305 3.7352 -0.26 -0.19 -0.18 0.002
C -3.1851 -3.1416 2.8561 -0.11 -0.09 0.26 -0.002
C -2.9018 -3.0611 1.4789 0.22 0.17 -0.05 0.006
C -3.5195 -3.8848 0.5158 0.15 0.18 -0.29 -0.010
C -3.1662 -3.7488 -0.8001 -0.30 -0.43 0.26 0.007
C -2.2016 -2.8062 -1.1573 0.58 0.44 -0.01 -0.006
N -1.5991 -2.0152 -0.2910 -0.80 -0.43 -0.18 0.046
C -1.9401 -2.1229 1.0210 -0.09 -0.28 0.17 0.014
C -0.4336 2.2159 2.2778 0.01 -0.14 0.17 -0.010
C -0.5038 2.9175 1.0832 0.06 0.09 -0.02 0.009
C -1.0934 4.1687 1.0580 0.02 -0.06 -0.04 0.003
C -1.5897 4.7223 2.2319 0.01 0.03 0.09 0.000
C -1.4817 4.0318 3.4302 -0.06 0.06 -0.04 0.000
C -0.9029 2.7698 3.4555 -0.11 -0.18 0.01 0.000
H -1.0558 -0.7738 4.0156 -0.12 -0.15 -0.02 0.000
H -2.7350 -2.4062 4.7937 0.03 0.03 0.02 0.000
H -3.9275 -3.8503 3.2025 0.01 -0.03 -0.01 0.000
H -4.2601 -4.6117 0.8253 -0.01 -0.01 0.03 0.000
H -3.6081 -4.3729 -1.5652 -0.01 0.03 -0.02 0.000
H -1.8911 -2.6927 -2.1887 -0.09 0.03 -0.04 0.001
H -0.0884 2.4745 0.1904 0.04 0.06 -0.11 0.000
H -1.1596 4.7117 0.1240 -0.01 -0.01 -0.01 0.000
H -2.0494 5.7027 2.2131 0.01 0.01 0.01 0.000
H -1.8354 4.4779 4.3512 -0.04 0.00 0.00 0.000
H -0.8025 2.2138 4.3783 0.02 0.01 0.01 0.000
B -1.9698 2.0735 -2.8201 0.25 0.07 0.18 -0.001
N -1.5196 0.7121 -3.4018 -0.24 0.01 -0.17 0.018
C -1.7168 0.2822 -4.6551 0.10 -0.16 0.00 0.003
C -1.0144 -0.8974 -4.8339 -0.04 0.00 0.02 -0.001
C -0.4024 -1.1210 -3.6001 0.01 0.06 -0.24 0.012
N -0.7158 -0.1407 -2.7521 0.30 -0.57 0.57 -0.079
N -2.6456 1.8463 -1.4440 -0.37 0.11 -0.11 -0.006
C -3.7358 2.4841 -0.9972 -0.02 0.01 0.16 0.000
C -3.9814 2.0784 0.3025 0.03 -0.02 0.01 0.001
C -2.9618 1.1651 0.5705 -0.25 0.05 -0.12 0.008
N -2.1657 1.0386 -0.4907 0.24 -0.68 0.07 -0.004
H -1.0029 2.7835 -2.6803 0.09 0.05 0.02 -0.002
H -2.7813 2.5537 -3.5683 -0.08 0.03 -0.06 0.000
H -2.3328 0.8379 -5.3405 0.00 0.10 0.05 0.000
H -0.9539 -1.5030 -5.7212 0.01 0.01 -0.01 0.000
H 0.2556 -1.9184 -3.2939 0.02 0.06 0.11 0.001
H -4.2567 3.1885 -1.6225 0.02 -0.01 -0.07 -0.001
H -4.7696 2.4005 0.9599 -0.01 0.00 0.01 0.001
H -2.7755 0.6180 1.4790 0.02 -0.02 -0.05 -0.001
C 3.9059 0.4610 -3.2344 -0.12 -0.04 0.35 -0.013
Si 3.1591 0.9003 -1.5280 0.26 0.37 -0.55 0.022
C 4.6067 1.2954 -0.3585 -0.38 -0.27 -0.02 0.000
C 2.2174 2.5232 -1.8520 -0.05 -0.36 0.25 -0.009
As 1.7883 -0.8929 -0.9248 0.72 -0.42 -0.49 -0.137
Si 3.0247 -2.0501 0.6891 0.23 -0.69 -0.03 0.008
C 3.8251 -1.3730 2.2728 -0.28 0.23 -0.30 0.001
C 1.8961 -3.5002 1.2007 -0.02 0.34 -0.08 0.000
C 4.4596 -2.8230 -0.3221 -0.32 0.23 0.05 -0.019
H 4.5472 1.2518 -3.6309 0.02 0.09 0.05 -0.001
H 3.0913 0.2941 -3.9424 -0.02 -0.02 -0.02 0.001
H 4.4887 -0.4606 -3.1797 0.00 -0.04 0.00 0.002
H 5.1109 2.2257 -0.6275 -0.04 0.03 -0.12 0.000
H 5.3475 0.4934 -0.3527 0.01 -0.03 0.00 0.001
H 4.2080 1.3985 0.6503 0.01 0.04 0.11 0.000
H 2.7110 3.1364 -2.6086 0.12 -0.05 -0.02 -0.001
H 2.1313 3.1149 -0.9394 -0.05 0.00 0.08 0.003
H 1.2092 2.3063 -2.2091 -0.06 0.03 -0.03 0.005
H 3.0677 -0.9222 2.9090 -0.07 0.07 0.12 0.000
H 4.5601 -0.5991 2.0463 0.01 0.02 -0.03 0.000
H 4.3258 -2.1621 2.8393 -0.03 -0.14 -0.13 0.000
H 1.1316 -3.1499 1.8992 -0.04 0.01 0.03 0.000
H 2.4343 -4.3240 1.6739 0.11 0.04 0.03 0.000
H 1.3801 -3.8902 0.3204 0.00 -0.01 -0.02 -0.001
H 5.2069 -2.0668 -0.5735 0.03 0.03 -0.02 0.001
H 4.0586 -3.2113 -1.2601 0.02 -0.02 -0.01 0.003
H 4.9667 -3.6371 0.2002 -0.02 0.00 0.14 -0.001
```
Positions in Å, forces in eV/Å.

Values from the calculation:
Frontier orbital gap (spin up / spin down): 6.076 / 5.949 eV
Total charge: -1
E_HOMO (spin up / spin down): -3.75 / -3.58 eV
Multiplicity: 2
Energy above the lowest of the compared OMol25 structures with the same formula, charge and spin: 3.1 kcal per mole

---

Formula: C27H37AsCuNO2S
Source: the OMol25 dataset
Level of theory: wB97M-V/def2-TZVPD

```
70
Properties=species:S:1:pos:R:3:forces:R:3:nbo_charge:R:1
Cu 2.0051 2.1508 0.5752 -0.74 -0.34 0.58 0.809
C -2.9351 -2.6958 5.0108 0.03 0.07 -0.09 -0.629
C -2.4924 -1.8856 3.8229 -0.02 -0.06 -0.01 0.017
C -2.5429 -2.3895 2.5401 -0.01 0.04 0.05 -0.256
C -2.1144 -1.6615 1.4272 0.05 0.01 -0.13 0.108
C -2.2898 -2.3849 0.1119 0.02 0.03 0.05 -0.665
C -1.5983 -0.3702 1.5981 0.00 0.05 0.12 -0.374
As -0.7781 0.9005 0.2864 -0.19 -0.26 -0.01 1.022
N 0.9826 0.6108 0.6753 -0.32 -0.19 -0.09 -1.190
C 1.5530 -0.6239 0.9237 0.05 -0.22 0.09 0.146
C 1.0489 -1.8347 0.4211 0.01 0.16 -0.07 -0.300
C 1.6684 -3.0452 0.6796 0.05 -0.05 0.04 -0.184
C 2.8285 -3.1036 1.4387 0.00 -0.03 -0.01 -0.276
C 3.3477 -1.9196 1.9472 0.07 -0.07 0.00 -0.218
C 2.7221 -0.7097 1.7079 -0.12 0.11 -0.03 -0.239
C -1.2482 0.2181 -1.5290 0.00 -0.02 -0.06 -0.360
C -0.3567 -0.1694 -2.5385 0.09 0.06 0.16 -0.025
C 1.1449 -0.1074 -2.3962 -0.02 -0.06 -0.08 -0.641
C -0.8556 -0.6304 -3.7579 -0.08 0.02 0.02 -0.184
C -2.2116 -0.6859 -4.0233 0.00 -0.01 -0.04 -0.017
C -2.7455 -1.2500 -5.3118 0.01 0.06 0.04 -0.626
C -3.0826 -0.1876 -3.0598 0.02 -0.01 -0.03 -0.231
C -2.6245 0.2766 -1.8390 0.05 0.01 0.14 0.005
C -3.6164 0.8411 -0.8543 0.03 -0.07 -0.02 -0.650
C -1.5679 0.1621 2.9122 0.02 0.07 -0.04 0.009
C -1.0728 1.5585 3.2163 -0.01 -0.10 -0.09 -0.646
C -2.0063 -0.5944 3.9862 -0.02 -0.05 -0.01 -0.239
H -3.3762 -3.6415 4.6988 -0.01 -0.01 0.02 0.212
H -3.6730 -2.1452 5.5963 0.00 -0.04 0.04 0.216
H -2.0850 -2.9117 5.6605 -0.03 -0.02 0.04 0.220
H -2.9246 -3.3926 2.3762 0.00 0.00 0.02 0.198
H -1.9091 -3.4043 0.2011 -0.01 0.01 0.00 0.218
H -1.7953 -1.9102 -0.7240 0.00 0.03 -0.06 0.230
H -3.3542 -2.4567 -0.1266 0.00 0.02 -0.06 0.219
H 0.1828 -1.8025 -0.2227 -0.07 -0.05 0.04 0.213
H 1.2456 -3.9579 0.2751 -0.01 0.02 -0.03 0.205
H 3.3205 -4.0484 1.6287 -0.02 0.00 0.01 0.207
H 4.2528 -1.9470 2.5438 -0.03 0.04 0.03 0.204
H 3.1119 0.2045 2.1446 0.03 0.01 -0.02 0.199
H 1.4435 0.6643 -1.6933 0.05 0.01 0.04 0.221
H 1.5995 0.1060 -3.3656 -0.03 -0.03 -0.01 0.205
H 1.5475 -1.0576 -2.0375 0.03 0.05 0.02 0.231
H -0.1496 -0.9506 -4.5177 0.00 -0.01 0.00 0.194
H -1.9378 -1.5249 -5.9889 -0.01 -0.01 -0.01 0.213
H -3.3885 -0.5279 -5.8180 0.00 -0.02 -0.02 0.217
H -3.3446 -2.1408 -5.1144 0.00 -0.01 -0.04 0.219
H -4.1474 -0.1651 -3.2706 -0.01 0.01 0.03 0.202
H -4.6311 0.7802 -1.2458 0.01 0.01 -0.02 0.217
H -3.3872 1.8898 -0.6485 -0.05 0.00 0.05 0.223
H -3.5873 0.3095 0.0986 -0.05 0.02 0.02 0.233
H -1.6617 2.3009 2.6744 0.03 0.06 0.03 0.216
H -0.0287 1.6755 2.9220 0.02 0.04 0.01 0.233
H -1.1573 1.7644 4.2826 0.00 0.00 -0.01 0.214
H -1.9708 -0.1698 4.9844 0.03 0.04 -0.02 0.200
C 0.2222 4.2544 -1.1547 -0.03 -0.03 0.02 -0.252
O 0.5732 3.9550 0.1923 -0.04 0.20 0.09 -0.760
H -0.5643 5.0112 -1.1974 0.02 0.00 -0.01 0.173
H -0.1130 3.3625 -1.6933 0.03 -0.01 0.01 0.179
H 1.1165 4.6499 -1.6326 -0.01 -0.01 -0.03 0.180
H -0.1952 3.5555 0.6229 -0.08 -0.10 -0.10 0.495
C 5.5871 3.4676 -1.1851 -0.40 -0.02 -0.03 -0.812
S 3.9643 2.6810 -0.9314 1.31 -0.12 -0.75 1.215
C 4.6119 1.0006 -0.7863 -0.16 0.16 0.01 -0.820
O 3.5852 3.1482 0.4581 0.64 0.63 0.21 -1.005
H 6.0418 3.0647 -2.0889 -0.03 0.01 -0.01 0.233
H 6.2093 3.2736 -0.3134 -0.05 -0.04 0.03 0.238
H 5.4160 4.5363 -1.2951 0.00 -0.01 0.00 0.242
H 5.0292 0.7154 -1.7523 0.00 0.03 0.00 0.237
H 3.7895 0.3390 -0.5228 -0.07 -0.03 -0.01 0.273
H 5.3697 0.9751 -0.0047 0.01 0.04 0.00 0.238
```
Positions in Å, forces in eV/Å.

Values from the calculation:
Frontier orbital gap: 7.028 eV
E_HOMO: -6.81 eV
Multiplicity: 1
Energy above the lowest of the compared OMol25 structures with the same formula, charge and spin: 3.0 kcal per mole